[1]
The following is a quantum chemistry calculation of a structure of composition C8H12F18KO6P3 in a non-equilibrium geometry, from the Open Molecules 2025 dataset.

Structure (ORCA input):
```
! RIJCOSX wB97M-V def2-TZVPD def2/J DEFGRID3
* xyz -1 2
K 0.372 1.646 0.475
P 1.776 3.212 -2.646
F 1.042 4.458 -3.305
F 3.056 4.137 -2.573
F 1.321 3.741 -1.212
F 2.585 2.068 -1.860
F 0.383 2.338 -2.641
F 2.232 2.546 -4.051
P -3.186 2.465 -0.194
F -4.057 2.758 -1.465
F -4.132 1.116 0.057
F -2.175 1.630 -1.107
F -2.270 2.461 1.208
F -2.331 3.842 -0.628
F -4.281 3.280 0.702
P 1.026 4.787 2.569
F 0.741 4.563 0.998
F 1.592 3.240 2.732
F 2.561 5.282 2.262
F 1.327 5.205 4.219
F 0.478 6.291 2.377
F -0.465 4.197 2.913
C -0.017 -4.661 3.830
C 0.611 -3.438 3.102
C 1.008 -3.589 1.673
O 0.242 -2.692 0.924
C -0.306 -1.815 1.743
O -0.926 -0.739 1.454
O -0.248 -2.350 2.989
H -0.829 -5.185 3.325
H -0.329 -4.361 4.830
H 0.670 -5.481 4.040
H 1.478 -3.222 3.727
H 0.943 -4.646 1.411
H 2.097 -3.582 1.627
C -1.042 -1.164 -1.679
C -0.403 -2.512 -2.171
C -0.517 -2.822 -3.638
O 0.804 -3.242 -3.992
C 1.669 -2.900 -3.016
O 2.871 -2.970 -3.068
O 0.940 -2.518 -1.877
H -0.498 -0.843 -0.791
H -2.029 -1.336 -1.250
H -0.931 -0.375 -2.423
H -0.880 -3.289 -1.574
H -0.805 -1.880 -4.105
H -1.166 -3.650 -3.922
*
```

## Properties
* HOMO level (spin up / spin down): -9.228 / -9.139 eV
* Kohn-Sham gap (spin up / spin down): 0.3954 / 0.1099 hartree
* energy relative to the best compared isomer or geometry (same formula, charge and spin): 0.0 kJ/mol
* ⟨S²⟩: 0.753

[2]
The following is a quantum chemistry calculation of a structure of composition C6H6O2 in a non-equilibrium geometry, from the Open Molecules 2025 dataset.

Structure (ORCA input):
```
! RIJCOSX wB97M-V def2-TZVPD def2/J DEFGRID3
* xyz 0 1
C -1.170 -1.410 -0.021
C -0.797 -0.763 -1.262
C 1.526 0.620 1.354
C 1.380 1.370 0.156
C -0.857 0.867 -1.026
C 0.254 1.286 -0.570
O -0.261 -1.191 -2.241
O 0.744 -0.274 1.768
H 2.483 0.759 1.873
H 2.230 1.919 -0.223
H -1.848 1.277 -0.952
H -2.127 -1.037 0.335
H -1.269 -2.486 -0.141
H -0.288 -0.937 0.950
*
```

## Properties
* HOMO level: -9.375 eV
* Kohn-Sham gap: 0.3196 hartree
* energy relative to the best compared isomer or geometry (same formula, charge and spin): 303.5 kJ/mol

[3]
The following is a quantum chemistry calculation of a cluster of 2 separate species, C4H6O4 in total in a non-equilibrium geometry, from the Open Molecules 2025 dataset.

Structure (ORCA input):
```
! RIJCOSX wB97M-V def2-TZVPD def2/J DEFGRID3
* xyz 0 1
C 0.362 0.297 0.175
C 0.183 1.023 -1.128
C -0.811 -1.281 1.048
C -0.982 -1.297 -0.381
O 1.536 -0.452 0.295
O 0.189 1.178 1.212
O -0.965 -1.115 2.187
O -2.083 -0.953 -0.840
H 2.238 0.120 0.640
H 0.096 0.700 2.054
H -0.197 -1.848 -0.915
H 0.790 1.934 -1.125
H -0.865 1.290 -1.261
H 0.510 0.403 -1.961
*
```

## Properties
* HOMO level: -8.547 eV
* Kohn-Sham gap: 0.3146 hartree
* energy relative to the best compared isomer or geometry (same formula, charge and spin): 399.4 kJ/mol

[4]
The following is a quantum chemistry calculation of a structure of composition C36H37BF4N3NiOS3Te in a non-equilibrium geometry, from the Open Molecules 2025 dataset.

Structure (ORCA input):
```
! RIJCOSX wB97M-V def2-TZVPD def2/J DEFGRID3
* xyz 1 1
Ni -0.111 -0.512 -0.518
C 0.125 3.068 -0.111
C -0.840 2.266 0.701
N -0.899 0.964 0.708
C -1.689 0.468 1.730
C -2.332 1.419 2.442
S -1.885 2.968 1.869
C -1.558 -0.966 1.991
C -2.039 -1.716 3.008
S -1.374 -3.291 2.926
C -0.471 -2.869 1.527
N -0.690 -1.638 1.156
C 0.464 -3.813 0.839
H 0.400 2.529 -1.015
H 1.040 3.202 0.471
H -0.266 4.054 -0.357
H -3.009 1.300 3.276
H -2.723 -1.433 3.797
H -0.040 -4.740 0.563
H 1.300 -4.065 1.493
H 0.857 -3.340 -0.055
O 1.653 -0.032 0.654
S 2.902 -0.791 1.064
C 3.445 0.023 2.589
C 4.549 -0.761 3.252
C 4.291 -2.028 3.779
C 5.302 -2.763 4.380
C 6.587 -2.240 4.460
C 6.853 -0.982 3.939
C 5.838 -0.246 3.337
C 4.255 -0.330 -0.067
C 4.625 1.124 -0.105
C 3.711 2.086 -0.534
C 4.078 3.423 -0.589
C 5.356 3.817 -0.211
C 6.274 2.863 0.205
C 5.909 1.524 0.253
H 2.532 0.047 3.187
H 3.737 1.039 2.324
H 3.284 -2.435 3.721
H 5.090 -3.743 4.791
H 7.377 -2.809 4.936
H 7.853 -0.569 4.002
H 6.046 0.744 2.944
H 3.901 -0.676 -1.040
H 5.089 -0.960 0.255
H 2.721 1.779 -0.845
H 3.371 4.159 -0.953
H 5.641 4.860 -0.262
H 7.277 3.160 0.489
H 6.638 0.777 0.554
F 3.391 -0.007 -3.279
B 2.016 -0.102 -3.279
F 1.609 -0.790 -2.042
F 1.384 1.180 -3.214
F 1.498 -0.840 -4.347
C -1.658 2.627 -2.907
Te -1.286 0.546 -2.602
C -3.317 0.584 -1.927
C -3.947 1.645 -2.799
C -5.296 1.637 -3.133
C -5.818 2.629 -3.951
C -4.993 3.639 -4.432
C -3.647 3.654 -4.098
C -3.118 2.658 -3.285
H -1.005 2.977 -3.702
H -1.457 3.209 -2.013
H -3.347 0.858 -0.870
H -3.789 -0.388 -2.046
H -5.939 0.848 -2.757
H -6.867 2.609 -4.223
H -5.395 4.409 -5.080
H -3.000 4.441 -4.475
C -3.008 -5.250 -3.806
C -2.311 -4.191 -3.002
C -1.072 -3.688 -3.388
C -0.467 -2.698 -2.643
N -1.028 -2.185 -1.534
C -2.214 -2.669 -1.149
C -2.876 -3.661 -1.843
H -2.930 -5.037 -4.872
H -4.061 -5.326 -3.537
H -2.544 -6.224 -3.634
H -0.580 -4.052 -4.283
H 0.490 -2.284 -2.938
H -2.649 -2.238 -0.254
H -3.837 -4.011 -1.485
*
```

## Properties
* HOMO level (spin up / spin down): -11.006 / -11.006 eV
* Kohn-Sham gap (spin up / spin down): 0.2727 / 0.2740 hartree

[5]
The following is a quantum chemistry calculation of a structure of composition C33H72F8IN7O16S8V in a non-equilibrium geometry, from the Open Molecules 2025 dataset.

Structure (ORCA input):
```
! RIJCOSX wB97M-V def2-TZVPD def2/J DEFGRID3
* xyz 1 3
V 9.799 -0.717 3.098
I 7.895 -2.862 2.736
C 6.162 -2.881 8.841
C 6.253 -3.159 7.278
C 5.586 -2.093 6.379
C 4.093 -2.089 6.422
N 3.397 -1.147 5.372
C 3.560 0.322 5.656
C 2.612 0.607 6.892
C 1.510 -0.420 6.692
C 1.892 -1.262 5.478
C 3.820 -1.577 3.939
C 3.546 -3.104 3.727
C 3.613 -3.572 2.307
H 5.131 -2.997 9.176
H 6.549 -1.881 9.036
H 6.750 -3.621 9.384
H 5.752 -4.125 7.332
H 7.279 -3.355 6.970
H 5.986 -2.346 5.397
H 5.902 -1.085 6.649
H 3.748 -1.756 7.401
H 3.702 -3.104 6.346
H 3.291 0.935 4.796
H 4.576 0.637 5.896
H 2.151 1.591 6.807
H 3.145 0.609 7.843
H 0.588 0.135 6.516
H 1.294 -0.988 7.597
H 1.471 -0.962 4.518
H 1.595 -2.287 5.698
H 4.900 -1.467 3.844
H 3.340 -0.929 3.205
H 2.519 -3.300 4.033
H 4.266 -3.641 4.345
H 4.655 -3.506 1.996
H 2.982 -2.850 1.788
H 3.133 -4.550 2.284
C 16.890 -7.254 -3.348
C 17.408 -7.476 -1.906
C 16.857 -6.519 -0.827
C 17.466 -6.776 0.590
N 16.977 -5.833 1.667
C 17.416 -4.380 1.564
C 17.959 -3.858 3.016
C 18.579 -5.187 3.504
C 17.675 -6.318 2.948
C 15.453 -5.842 1.835
C 14.740 -5.018 2.979
C 13.209 -5.086 3.039
H 17.483 -7.734 -4.126
H 16.911 -6.211 -3.666
H 15.820 -7.426 -3.457
H 18.480 -7.281 -1.941
H 17.290 -8.518 -1.606
H 15.772 -6.592 -0.743
H 17.171 -5.508 -1.087
H 18.540 -6.671 0.435
H 17.170 -7.760 0.954
H 16.521 -3.835 1.262
H 18.103 -4.266 0.726
H 17.105 -3.521 3.603
H 18.595 -2.975 2.948
H 18.705 -5.287 4.582
H 19.634 -5.356 3.290
H 16.983 -6.748 3.671
H 18.377 -7.121 2.720
H 15.167 -6.890 1.920
H 14.979 -5.437 0.941
H 14.929 -3.945 2.923
H 15.178 -5.256 3.948
H 12.972 -6.088 3.398
H 12.821 -4.915 2.035
H 12.807 -4.386 3.772
C 1.040 -3.249 -2.844
C 0.814 -1.776 -3.229
C 2.147 -1.063 -3.464
C 3.110 -1.074 -2.234
N 4.582 -0.486 -2.386
C 5.460 -1.561 -3.122
C 6.125 -2.475 -2.099
C 5.713 -1.874 -0.766
C 5.356 -0.450 -1.071
C 4.528 0.864 -3.193
C 4.145 2.025 -2.302
C 4.198 3.382 -3.014
H 1.481 -3.220 -1.848
H 1.735 -3.770 -3.503
H 0.085 -3.764 -2.740
H 0.285 -1.223 -2.452
H 0.166 -1.695 -4.101
H 1.929 -0.062 -3.837
H 2.678 -1.508 -4.306
H 3.242 -2.112 -1.930
H 2.889 -0.487 -1.342
H 6.247 -1.085 -3.708
H 4.883 -1.996 -3.937
H 7.209 -2.419 -2.201
H 5.846 -3.525 -2.185
H 6.484 -2.058 -0.019
H 4.834 -2.408 -0.406
H 6.181 0.235 -1.265
H 4.736 0.020 -0.307
H 3.999 0.752 -4.139
H 5.561 1.084 -3.460
H 4.789 2.144 -1.431
H 3.146 1.787 -1.938
H 5.094 3.923 -2.711
H 3.466 4.156 -2.783
H 4.203 3.406 -4.104
N 13.756 2.151 2.927
S 13.209 3.254 2.019
O 13.215 4.591 2.565
O 12.196 2.889 1.054
F 14.537 3.350 1.048
S 12.266 1.994 3.772
O 11.310 0.909 3.362
O 11.734 3.176 4.429
F 13.081 1.217 4.921
N 11.142 -1.285 1.738
S 12.673 -1.423 1.364
O 13.339 -0.223 0.863
O 13.269 -2.737 1.062
F 13.072 -1.297 2.923
S 10.808 -1.704 0.022
O 10.638 -3.119 -0.202
O 11.296 -0.874 -1.065
F 9.257 -1.285 0.107
N 10.107 -0.909 5.050
S 10.670 -2.025 5.978
O 9.688 -2.892 6.672
O 11.988 -1.852 6.592
F 11.105 -3.009 4.758
S 9.608 -0.114 6.580
O 10.634 0.287 7.555
O 8.277 -0.353 7.113
F 9.372 1.299 5.888
N 8.615 0.754 2.527
S 8.549 1.856 1.459
O 9.049 3.144 1.907
O 7.725 1.687 0.254
F 9.855 1.363 0.741
S 7.037 1.215 3.065
O 5.941 0.687 2.284
O 6.902 2.464 3.755
F 7.027 0.217 4.359
*
```

## Properties
* HOMO level (spin up / spin down): -9.936 / -9.938 eV
* Kohn-Sham gap (spin up / spin down): 0.2153 / 0.2349 hartree
* ⟨S²⟩: 2.021

[6]
The following is a quantum chemistry calculation of a structure of composition C10H26Ba2O10 in a non-equilibrium geometry, from the Open Molecules 2025 dataset.

Structure (ORCA input):
```
! RIJCOSX wB97M-V def2-TZVPD def2/J DEFGRID3
* xyz 2 1
Ba 0.671 1.748 -5.187
Ba -5.672 1.557 -4.432
O -1.869 -0.286 -0.591
C -1.408 0.445 -1.587
O -2.062 0.464 -2.641
O -0.453 1.167 -1.519
H -1.385 0.276 0.018
O -3.027 0.105 -9.464
C -2.223 0.296 -8.423
O -2.583 -0.129 -7.335
O -1.167 0.863 -8.560
H -3.807 -0.272 -9.050
C 1.338 5.303 1.071
C 1.726 6.148 2.273
O 2.249 7.442 1.910
H 2.223 5.013 0.505
H 0.529 5.652 0.429
H 0.828 4.377 1.335
H 2.433 5.583 2.880
H 0.794 6.236 2.832
H 2.914 7.657 2.569
C -3.155 0.406 4.940
C -1.940 1.297 5.211
O -0.814 0.561 4.784
H -4.089 0.776 5.363
H -3.044 -0.556 5.440
H -3.302 0.235 3.874
H -1.876 1.481 6.283
H -1.946 2.290 4.762
H -0.023 0.947 5.169
C 4.795 -1.095 1.313
C 3.815 -1.352 0.180
O 4.514 -1.724 -0.960
H 5.105 -2.059 1.717
H 4.276 -0.521 2.080
H 5.571 -0.420 0.951
H 3.257 -0.448 -0.063
H 3.005 -2.014 0.486
H 4.718 -2.660 -1.016
C -0.425 -6.791 -1.275
C -1.273 -5.886 -0.448
O -1.508 -4.701 -1.196
H -0.271 -7.711 -0.712
H 0.566 -6.434 -1.555
H -1.011 -7.217 -2.090
H -0.943 -5.605 0.552
H -2.195 -6.419 -0.214
H -1.856 -4.022 -0.614
*
```

## Properties
* HOMO level: -12.898 eV
* Kohn-Sham gap: 0.1498 hartree

[7]
The following is a quantum chemistry calculation of an isolated molecule of C19H27N7OS in a non-equilibrium geometry, from the Open Molecules 2025 dataset.

Structure (ORCA input):
```
! RIJCOSX wB97M-V def2-TZVPD def2/J DEFGRID3
* xyz 0 1
C 2.518 -2.237 0.791
C 1.296 -1.917 1.643
C -0.024 -2.346 1.003
H 0.017 -3.421 0.807
H -0.845 -2.178 1.700
C -0.373 -1.652 -0.331
C -1.583 -2.325 -0.890
N -2.735 -2.497 -0.282
N -3.537 -3.102 -1.148
N -2.951 -3.312 -2.248
N -1.705 -2.832 -2.144
C -0.753 -2.956 -3.205
C 0.169 -4.171 -2.965
O 1.241 -4.231 -3.864
C 0.902 -4.664 -5.162
H 0.353 -5.612 -5.130
H 0.302 -3.922 -5.699
H 1.844 -4.809 -5.687
H -0.432 -5.091 -3.003
H 0.625 -4.088 -1.974
H -1.322 -3.085 -4.128
H -0.152 -2.045 -3.272
N -0.669 -0.228 -0.304
C 0.444 0.686 -0.454
H 1.114 0.318 -1.234
C -0.109 2.056 -0.860
N -1.056 2.515 0.134
C -0.605 3.300 1.128
N 0.528 3.908 1.119
C 0.688 4.718 2.206
C 1.802 5.504 2.477
C 1.818 6.270 3.626
C 0.745 6.265 4.510
C -0.374 5.489 4.261
C -0.393 4.722 3.113
S -1.647 3.653 2.541
H -1.211 5.479 4.942
H 0.782 6.872 5.402
H 2.680 6.884 3.843
H 2.629 5.504 1.786
C -2.141 1.582 0.329
H -2.824 1.957 1.092
C -1.583 0.214 0.731
H -2.396 -0.510 0.813
H -1.084 0.311 1.710
H -2.680 1.490 -0.619
H 0.694 2.788 -0.937
H -0.638 1.973 -1.814
H 1.023 0.813 0.475
H 0.454 -1.791 -1.035
H 1.276 -0.850 1.869
H 1.385 -2.446 2.595
H 2.529 -3.292 0.521
H 2.534 -1.647 -0.122
H 3.428 -2.018 1.345
*
```

## Properties
* HOMO level: -7.788 eV
* Kohn-Sham gap: 0.3071 hartree

[8]
The following is a quantum chemistry calculation of a structure of composition C29H27N9S3Zr in a non-equilibrium geometry, from the Open Molecules 2025 dataset.

Structure (ORCA input):
```
! RIJCOSX wB97M-V def2-TZVPD def2/J DEFGRID3
* xyz 0 1
Zr 0.368 0.048 -1.066
C 3.107 2.112 -1.094
N 2.870 0.641 -1.094
C 3.581 0.100 -2.268
C 3.525 0.091 0.134
C 2.770 0.478 1.364
C 3.185 1.552 2.144
C 2.442 1.968 3.237
C 1.267 1.300 3.560
C 0.846 0.224 2.799
C 1.590 -0.199 1.699
H 4.172 2.295 -0.919
H 2.519 2.593 -0.316
H 2.821 2.525 -2.055
H 4.626 0.426 -2.256
H 3.110 0.463 -3.181
H 3.552 -0.988 -2.259
H 4.554 0.462 0.174
H 3.553 -0.993 0.034
H 4.099 2.072 1.883
H 2.772 2.811 3.829
H 0.670 1.617 4.405
H -0.067 -0.287 3.059
S 1.069 -1.626 0.741
C -2.002 -1.357 0.823
N -2.156 -1.425 2.043
N -1.327 -2.199 2.826
C -1.260 -1.867 4.187
C -0.172 -2.335 4.920
C -0.076 -2.053 6.272
C -1.054 -1.298 6.908
C -2.130 -0.830 6.165
C -2.244 -1.107 4.809
N -2.164 -1.423 -0.388
N -1.580 -0.575 -1.372
C -2.613 -0.324 -2.337
C -3.957 -0.532 -2.019
C -4.959 -0.277 -2.945
C -4.661 0.200 -4.212
C -3.332 0.427 -4.532
C -2.327 0.165 -3.611
H -0.463 -2.487 2.388
H 0.600 -2.915 4.426
H 0.775 -2.421 6.831
H -0.976 -1.075 7.963
H -2.898 -0.236 6.644
H -3.080 -0.735 4.233
H -4.220 -0.895 -1.040
H -5.989 -0.448 -2.659
H -5.446 0.410 -4.925
H -3.065 0.830 -5.501
H -1.316 0.444 -3.877
S -0.380 2.098 0.197
C -0.420 2.869 -1.370
S 0.302 2.005 -2.717
C -0.962 4.104 -1.545
C -1.525 4.824 -0.433
N -1.969 5.405 0.454
C -0.976 4.735 -2.840
N -0.979 5.233 -3.876
N 0.210 -1.809 -3.959
C 0.528 -2.996 -4.489
C 1.388 -3.618 -3.611
C 1.519 -2.718 -2.551
N 0.797 -1.616 -2.768
H -0.486 -1.152 -4.282
H 0.114 -3.308 -5.433
H 1.841 -4.587 -3.714
H 2.084 -2.817 -1.638
*
```

## Properties
* HOMO level: -7.747 eV
* Kohn-Sham gap: 0.2522 hartree
* energy relative to the best compared isomer or geometry (same formula, charge and spin): 11.9 kJ/mol